This record from OMol25 describes a molecular structure, C42H51ClN4PSeSi2Sn. The level of theory is ωB97M-V with the def2-TZVPD basis set.

Last column: Löwdin charge in e.
CARTESIAN COORDINATES (ANGSTROEM)
Sn  -0.53225  0.69574  -0.82720  0.525
Cl  -0.53079  -3.21809  -1.06777  0.692
C  0.27039  -4.32126  0.02848  -0.664
C  0.24055  -5.67012  -0.28314  -0.108
C  0.88968  -6.57248  0.54571  -0.073
C  1.56185  -6.11519  1.66852  -0.069
C  1.58852  -4.75824  1.95801  -0.067
C  0.94345  -3.82595  1.14584  -0.391
P  0.90550  -2.00727  1.49892  1.050
C  2.31842  -1.43417  0.47430  -0.418
C  2.82482  -0.15590  0.72223  -0.150
C  3.85558  0.35848  -0.04404  -0.080
C  4.36437  -0.37517  -1.11066  -0.073
C  3.85234  -1.63302  -1.38214  -0.065
C  2.84281  -2.16430  -0.58544  -0.081
C  1.66647  -2.00526  3.17930  -0.395
C  0.78676  -2.10805  4.25666  -0.122
C  1.24480  -2.11361  5.56631  -0.084
C  2.60413  -1.99291  5.81979  -0.081
C  3.49343  -1.89482  4.75865  -0.070
C  3.02966  -1.90333  3.44948  -0.089
H  -0.27834  -6.00451  -1.17123  0.105
H  0.87468  -7.62738  0.30589  0.110
H  2.07173  -6.81359  2.31860  0.108
H  2.12180  -4.41645  2.83535  0.101
H  2.42376  0.42643  1.54508  0.103
H  4.27103  1.33140  0.18917  0.090
H  5.16582  0.02941  -1.71642  0.103
H  4.23936  -2.21068  -2.21151  0.108
H  2.47723  -3.16095  -0.79626  0.094
H  -0.28024  -2.18866  4.06617  0.078
H  0.54527  -2.20199  6.38768  0.102
H  2.96788  -1.97532  6.83878  0.106
H  4.55564  -1.81330  4.95021  0.108
H  3.73862  -1.83426  2.63434  0.107
C  -2.68360  -1.16552  -3.42761  -0.220
Si  -1.33966  0.14597  -3.26035  0.315
C  0.05259  -0.32925  -4.42577  -0.232
C  -2.07479  1.79273  -3.86969  -0.358
C  -2.09641  2.09648  -5.23558  -0.098
C  -2.60913  3.29741  -5.70153  -0.084
C  -3.14109  4.21430  -4.80476  -0.083
C  -3.14519  3.92368  -3.44866  -0.101
C  -2.60325  2.72987  -2.95837  -0.362
Si  -2.56313  2.39702  -1.08911  0.343
C  -4.38855  2.04477  -0.66215  -0.228
C  -2.19720  4.03604  -0.22057  -0.250
H  -3.05721  -1.17250  -4.45522  0.035
H  -3.53188  -0.96387  -2.76861  0.003
H  -2.30223  -2.16553  -3.20224  -0.001
H  -0.30369  -0.43305  -5.45449  0.027
H  0.49949  -1.28120  -4.12782  0.024
H  0.83517  0.43135  -4.41265  0.003
H  -1.69859  1.38679  -5.95343  0.094
H  -2.59021  3.52189  -6.76079  0.103
H  -3.54327  5.15423  -5.16185  0.102
H  -3.56681  4.64870  -2.75882  0.097
H  -4.97404  2.90473  -0.99952  0.033
H  -4.57287  1.92600  0.41253  0.008
H  -4.78169  1.17312  -1.19105  0.014
H  -3.04676  4.72346  -0.27338  0.024
H  -1.34488  4.52096  -0.70154  0.006
H  -1.95372  3.88973  0.83598  0.015
C  -5.16890  -1.48739  0.97840  -0.042
C  -3.86606  -1.33487  0.15851  -0.144
N  -2.71085  -1.45736  1.03171  -0.160
C  -2.75052  -2.73961  1.71574  -0.155
C  -3.94785  -2.77868  2.69840  -0.050
N  -4.77380  -1.54990  2.43125  -0.087
C  -3.98620  -0.32430  2.81072  -0.049
C  -2.67499  -0.35942  1.98754  -0.164
H  -5.70804  -2.40621  0.75349  0.135
H  -5.84555  -0.64234  0.85843  0.132
H  -3.82634  -0.36485  -0.32726  0.071
H  -3.80828  -2.10210  -0.61289  0.124
H  -1.81250  -2.89719  2.24727  0.091
H  -2.83877  -3.52546  0.96670  0.120
H  -3.63721  -2.73132  3.74101  0.132
H  -4.58689  -3.64908  2.56155  0.134
H  -5.61913  -1.58473  2.99580  0.187
H  -3.81626  -0.36375  3.88536  0.132
H  -4.60437  0.54243  2.58143  0.127
H  -1.80088  -0.49024  2.62591  0.111
H  -2.54950  0.57328  1.43829  0.063
C  3.90741  3.26234  -2.97373  -0.008
N  3.42783  3.33791  -1.60446  -0.060
C  2.17074  3.08845  -1.19647  -0.666
Se  0.70920  2.70856  -2.27632  0.707
N  2.13887  3.25942  0.13752  0.136
C  3.38614  3.64892  0.61021  -0.197
C  3.85183  3.96168  1.87701  0.000
C  5.18301  4.33090  1.97696  -0.071
C  6.01654  4.37607  0.85354  -0.068
C  5.54490  4.06333  -0.41053  0.003
C  4.20986  3.70314  -0.50712  -0.183
H  3.22027  2.64609  -3.54715  0.061
H  4.89685  2.80947  -2.97711  0.095
H  3.95404  4.25631  -3.41681  0.107
H  1.28878  3.16031  0.66926  0.145
H  3.21028  3.91860  2.74664  0.118
H  5.58585  4.59609  2.94466  0.109
H  7.04965  4.67110  0.97449  0.109
H  6.18868  4.10084  -1.27856  0.116

## Properties
E_HOMO   -8.67 eV
Relative energy (zero: lowest compared OMol25 entry of this formula, charge and spin)   0.0 kcal per mole
Total energy   -5846.1831 hartree
LUMO   -2.492 eV
Net charge   +1
Max |F|   0.5 eV Å⁻¹
Spin multiplicity   1

***

This record from OMol25 describes a molecular structure, C42H52Br45N3S. The level of theory is ωB97M-V with the def2-TZVPD basis set.

Last column: Löwdin charge in e.
CARTESIAN COORDINATES (ANGSTROEM)
C  -0.08936  2.91929  -5.45359  -0.187
C  -1.26673  2.38237  -5.19806  -0.115
C  -2.65465  1.60337  -4.85044  -0.165
C  -2.49278  1.16801  -3.27504  -0.188
C  -1.41158  -0.02852  -3.25890  -0.238
C  -1.65465  -1.15609  -2.13138  -0.248
C  -0.39029  -1.74439  -1.36629  -0.209
C  1.11046  -1.26082  -1.65019  -0.208
C  1.62834  -0.11618  -0.62367  -0.166
C  3.06119  0.40116  -1.21842  -0.209
C  2.87821  1.39007  -2.48342  -0.212
C  1.82920  2.59097  -2.24115  -0.218
C  1.93473  3.30456  -0.79294  -0.210
C  2.20931  4.89383  -1.04322  -0.206
C  2.14160  5.70468  0.38147  -0.211
C  0.66019  6.35079  0.63638  -0.189
C  0.83891  7.76475  1.42026  -0.205
C  0.34809  7.70355  2.97185  -0.235
C  1.11078  6.57845  3.84828  -0.191
N  0.21778  5.63633  4.60050  -0.179
C  -1.18501  5.72647  5.00827  -0.254
C  -1.66139  4.44235  5.79891  -0.306
C  -0.34704  3.56491  5.82352  -0.095
C  0.78536  4.33475  5.04595  -0.050
C  -0.57492  -2.89780  -0.25390  -0.007
C  -2.00672  -3.43271  0.10100  -0.063
C  -3.32698  -2.90567  -0.59492  -0.246
N  -4.71561  -3.27084  -0.39407  -0.273
S  -5.60926  -2.31417  -1.51503  0.910
N  -4.34314  -1.43466  -2.28894  -0.293
C  -3.05105  -1.77533  -1.71829  -0.206
H  1.04500  3.12449  -5.36373  0.049
H  -2.61868  0.64452  -5.51135  0.116
H  -3.58378  2.24559  -5.04346  0.110
H  -3.49606  0.92778  -2.77326  0.093
H  -2.09646  2.12968  -2.74750  0.116
H  -1.25619  -0.52157  -4.29862  0.036
H  -0.38328  0.46569  -3.01647  0.096
H  1.81659  -2.16730  -1.60278  0.125
H  1.19976  -0.83260  -2.71920  0.087
H  1.77403  -0.61239  0.40714  0.115
H  0.88903  0.76660  -0.50178  0.106
H  3.72681  0.89220  -0.42009  0.101
H  3.62927  -0.54400  -1.58548  0.087
H  2.56252  0.84171  -3.45139  0.092
H  3.90914  1.87379  -2.69331  0.101
H  1.97017  3.43082  -3.03478  0.099
H  0.73227  2.21448  -2.36212  0.092
H  2.81157  2.92226  -0.14253  0.108
H  0.94226  3.11587  -0.23140  0.114
H  3.23556  5.04936  -1.55977  0.119
H  1.33627  5.25523  -1.70804  0.103
H  2.42651  4.97233  1.22610  0.097
H  2.94870  6.51811  0.31374  0.100
H  0.22583  6.58373  -0.41641  0.106
H  -0.04762  5.61646  1.17637  0.120
H  1.93734  8.12602  1.39908  0.109
H  0.17993  8.54813  0.89828  0.107
H  0.55096  8.73717  3.44539  0.078
H  -0.80688  7.57176  2.93768  0.107
H  1.78301  5.95589  3.13506  0.113
H  1.82374  7.06236  4.62194  0.123
H  -1.86268  6.62793  4.75045  0.041
H  -2.69619  4.20806  6.25491  0.051
H  -0.25918  2.53097  6.32146  0.090
H  1.84887  3.95719  4.86247  0.106
H  0.35445  -3.34892  0.27805  0.089
H  -2.05478  -4.27280  0.91341  -0.133
C  6.07534  -1.10986  -4.87499  -1.588
Br  6.65974  -0.02822  -6.37679  0.562
Br  6.43508  -0.24082  -3.17836  0.548
Br  4.21223  -1.63607  -5.04867  0.540
H  6.66644  -2.02569  -4.89264  -0.026
C  1.92751  3.21408  -9.00197  -1.565
Br  2.39719  5.06962  -8.67765  0.574
Br  3.45522  2.03528  -8.79018  0.549
Br  0.42308  2.65020  -7.90906  0.721
H  1.61185  3.14280  -10.04336  -0.026
C  -1.45025  -6.70493  3.34593  -1.681
Br  -0.63004  -8.43019  3.00202  0.568
Br  -1.15053  -6.11584  5.17037  0.576
Br  -0.88936  -5.36894  2.05235  0.701
H  -2.52646  -6.83355  3.22507  -0.212
C  3.68285  -9.12346  2.49371  -1.585
Br  3.32825  -9.19687  4.40053  0.541
Br  2.95956  -10.66632  1.56440  0.523
Br  3.06969  -7.45685  1.71003  0.531
H  4.76548  -9.15460  2.36908  -0.025
C  -5.32580  -5.60252  3.33280  -1.495
Br  -6.26592  -3.90472  3.29819  0.549
Br  -3.45620  -5.40302  2.84808  0.712
Br  -5.53520  -6.50764  5.03708  0.583
H  -5.78591  -6.23790  2.57576  -0.015
C  -4.57637  2.12255  3.52661  -1.561
Br  -6.30679  2.83177  4.04835  0.538
Br  -3.11167  3.23722  4.15580  0.759
Br  -4.34730  0.27596  4.08590  0.530
H  -4.54333  2.13363  2.43649  -0.028
C  -1.46860  9.72407  6.87752  -1.565
Br  -0.96546  9.73034  8.75206  0.565
Br  -0.70457  8.21028  5.92957  0.804
Br  -3.39323  9.82042  6.64624  0.568
H  -1.04852  10.62616  6.43188  -0.026
C  -9.62227  -0.96428  4.21433  -1.603
Br  -10.08086  -2.85009  4.24344  0.545
Br  -7.72658  -0.67696  4.51464  0.505
Br  -10.23444  -0.09721  2.58927  0.552
H  -10.15141  -0.49496  5.04460  -0.108
C  2.15729  -12.74471  -2.13429  -1.575
Br  4.02654  -13.26658  -2.08701  0.553
Br  1.34903  -12.79928  -0.37091  0.535
Br  1.90930  -11.01898  -2.98619  0.537
H  1.63642  -13.48037  -2.74736  -0.026
C  -12.29923  1.24035  7.50394  -1.602
Br  -11.71537  -0.60603  7.63823  0.581
Br  -11.67662  2.07477  5.86612  0.575
Br  -14.22133  1.40691  7.71295  0.565
H  -11.84033  1.78109  8.33185  -0.025
C  9.93966  0.56743  -0.49288  -1.606
Br  10.17480  -1.34941  -0.30159  0.558
Br  10.70687  1.22727  -2.14876  0.560
Br  8.07966  1.08813  -0.30251  0.525
H  10.48775  1.03905  0.32292  -0.027
C  4.65476  -7.68721  -2.33213  -1.593
Br  5.01651  -9.59087  -2.22177  0.521
Br  5.40215  -6.90312  -3.94279  0.560
Br  2.76059  -7.30101  -2.15415  0.524
H  5.15697  -7.21735  -1.48615  -0.029
C  0.13501  -9.51609  7.62838  -1.611
Br  0.59039  -9.55327  9.51468  0.561
Br  0.76587  -11.09777  6.69884  0.540
Br  -1.76205  -9.22575  7.34686  0.538
H  0.65510  -8.66290  7.19164  -0.035
C  0.21897  -3.50764  -5.39901  -1.532
Br  0.80255  -2.16519  -6.67637  0.540
Br  -0.75575  -2.72742  -3.90277  0.882
Br  -0.80555  -4.91899  -6.25453  0.555
H  1.12027  -3.96938  -4.99386  -0.028
C  4.42883  6.82522  -11.69721  -1.627
Br  5.54706  8.40438  -11.54647  0.556
Br  3.20908  6.94531  -13.20203  0.553
Br  5.48317  5.19713  -11.75170  0.545
H  3.81841  6.77930  -10.79498  -0.078

## Properties
E_HOMO   -7.86 eV
Total energy   -118023.7379 hartree
LUMO   -1.394 eV
Max |F|   7.3 eV Å⁻¹
Spin multiplicity   1